(1)
Computed, not measured: a molecular structure, C28H44N5O3P2S2V, with ωB97M-V/def2-TZVPD.

The calculation puts the total energy at -4015.809048 hartree. Its spin multiplicity is 2. As for the energy above the lowest of the compared OMol25 structures with the same formula, charge and spin: 4.429 eV. The HOMO-LUMO gap (spin up / spin down) comes out at 7.5 / 7.0 eV. Its charge is +1. As for the HOMO energy (spin up / spin down): -9.6 / -9.1 eV. As for the molar mass: 675.72 g/mol. Its expectation value of S² is 0.789.

Structure (XYZ):
```
85
Properties=species:S:1:pos:R:3:forces:R:3
V -0.633 0.233 0.054 0.7 0.7 1.4
C 3.706 -0.856 -4.338 -0.1 0.0 0.1
C 2.756 -1.156 -3.197 0.1 -0.1 -0.1
O 1.791 -0.098 -3.092 -0.3 0.1 0.0
P 0.216 -0.308 -3.332 0.4 0.1 -0.2
S -0.557 -1.320 -1.731 0.1 -0.2 -0.5
S -0.545 1.405 -3.868 0.0 -0.2 0.3
O 0.155 -1.446 -4.447 -0.1 0.0 0.1
C -0.080 -1.186 -5.848 -0.1 0.0 -0.2
C -1.551 -1.339 -6.177 0.1 0.0 0.1
H 4.451 -1.648 -4.424 0.0 0.0 0.0
H 4.219 0.089 -4.159 0.0 0.0 0.0
H 3.160 -0.781 -5.278 0.0 0.0 0.0
H 3.293 -1.190 -2.247 0.0 0.1 0.0
H 2.252 -2.112 -3.349 0.0 0.0 0.0
H 0.520 -1.924 -6.378 0.0 0.0 0.0
H 0.279 -0.189 -6.107 0.0 0.0 0.0
H -1.928 -2.261 -5.734 0.0 0.0 -0.1
H -1.692 -1.386 -7.257 0.0 0.0 0.0
H -2.119 -0.496 -5.785 0.0 0.0 0.0
N 1.429 -0.517 2.736 -0.3 -0.1 0.0
P 1.210 -0.893 1.080 1.1 -0.2 -0.1
C 1.913 -2.568 1.036 -0.1 0.0 0.0
C 2.296 -3.089 -0.201 0.0 0.0 0.1
C 2.810 -4.372 -0.285 0.0 0.0 0.0
C 2.934 -5.147 0.860 0.0 -0.1 0.0
C 2.537 -4.642 2.088 0.0 0.0 0.0
C 2.021 -3.357 2.179 0.0 0.0 -0.1
C 2.512 0.126 0.295 0.0 -0.2 0.1
C 3.877 -0.149 0.345 0.0 0.1 -0.1
C 4.780 0.743 -0.214 0.0 0.0 0.0
C 4.324 1.903 -0.828 0.0 0.0 0.0
C 2.967 2.182 -0.889 -0.1 0.2 -0.1
C 2.069 1.295 -0.323 0.0 -0.4 0.2
C 0.591 0.410 3.331 0.2 0.0 0.1
C 0.826 1.129 4.435 0.0 -0.1 -0.1
C -0.122 2.086 5.000 0.0 0.0 0.1
C -1.144 2.730 4.424 -0.1 0.0 -0.1
C -1.581 2.751 2.978 -0.1 0.1 0.2
N -0.595 0.584 2.557 0.1 0.0 -0.4
H 2.347 -0.626 3.141 0.0 0.0 0.1
H 2.181 -2.482 -1.090 0.0 -0.1 0.1
H 3.113 -4.770 -1.245 0.0 0.0 0.0
H 3.336 -6.150 0.794 0.0 0.0 0.0
H 2.630 -5.248 2.980 0.0 0.0 0.0
H 1.697 -2.970 3.137 0.0 0.0 0.0
H 4.231 -1.063 0.807 0.0 0.0 0.0
H 5.841 0.532 -0.179 0.0 0.0 0.0
H 5.033 2.592 -1.269 0.0 0.0 0.0
H 2.615 3.076 -1.388 0.0 0.0 0.0
H 0.992 1.505 -0.384 0.2 0.3 -0.2
H 1.752 0.972 4.976 0.0 0.0 0.0
H 0.047 2.298 6.051 0.0 0.0 0.0
H -1.740 3.387 5.051 0.0 0.0 0.0
H -2.598 2.343 2.927 0.0 0.0 -0.1
N -0.745 1.943 2.091 0.0 0.1 -0.4
C -1.616 4.201 2.453 0.1 -0.1 -0.1
C -1.578 4.372 0.930 -0.2 0.0 0.1
C -2.812 3.897 0.159 0.1 -0.1 0.0
C -2.981 2.386 0.017 -0.1 0.1 0.0
N -1.892 1.770 -0.785 -0.5 0.1 -0.3
H -1.421 0.345 3.097 -0.1 0.0 0.0
H 0.189 2.347 2.093 0.1 -0.1 0.0
H -0.762 4.733 2.879 0.0 0.0 0.0
H -2.514 4.681 2.849 0.0 0.0 0.1
H -0.688 3.884 0.524 0.1 0.1 0.0
H -1.457 5.441 0.742 0.0 0.0 -0.1
H -2.759 4.321 -0.849 -0.1 0.0 0.0
H -3.716 4.305 0.618 0.0 0.0 0.0
H -3.943 2.201 -0.466 0.0 -0.1 0.0
H -3.005 1.901 0.990 -0.1 0.0 0.0
H -1.373 2.501 -1.260 0.1 0.0 -0.1
H -2.294 1.246 -1.560 0.0 0.0 -0.1
C -4.952 -0.832 1.345 0.0 0.1 0.0
N -3.983 -1.922 1.366 0.1 0.2 0.0
C -4.368 -3.241 1.858 0.1 -0.2 0.1
C -2.732 -1.660 1.020 -0.1 -0.2 -0.1
O -2.351 -0.528 0.687 -1.3 -0.3 0.3
H -5.958 -1.239 1.375 0.0 0.0 0.0
H -4.823 -0.252 0.433 0.0 0.0 0.0
H -4.814 -0.164 2.199 0.0 0.0 0.0
H -5.450 -3.318 1.863 0.0 0.0 -0.1
H -4.010 -3.409 2.875 0.0 0.0 0.0
H -3.972 -4.023 1.212 0.0 0.0 0.0
H -2.047 -2.516 1.025 0.0 0.0 0.0
```
Forces are in eV/Å.

---

(2)
Computed, not measured: a molecular structure, C2H2Br6, with ωB97M-V/def2-TZVPD.

The calculation puts the total energy at -15521.438743 hartree. Its spin multiplicity is 1. As for the energy above the lowest of the compared OMol25 structures with the same formula, charge and spin: 0.756 eV. The HOMO-LUMO gap comes out at 10.1 eV. As for the HOMO energy: -10.4 eV. As for the molar mass: 505.46 g/mol.

Structure (XYZ):
```
10
Properties=species:S:1:pos:R:3:forces:R:3
C -2.187 0.172 0.301 -1.5 -2.8 1.1
Br -2.974 0.005 -1.397 -0.4 0.8 -1.4
Br -3.553 0.318 1.692 -0.3 0.3 0.1
Br -0.898 1.491 0.595 0.7 0.0 -0.3
H -2.057 -0.948 0.407 1.7 1.8 0.5
C 2.240 -0.132 -0.392 0.0 -0.7 0.7
Br 3.353 -0.927 -1.726 0.6 -0.1 0.1
Br 3.018 1.433 0.488 -0.5 -0.5 -0.8
Br 1.701 -1.405 1.027 0.3 0.3 -0.6
H 1.358 -0.007 -0.996 -0.4 1.0 0.6
```
Forces are in eV/Å.

---

(3)
Computed, not measured: 2 unconnected molecules or ions with the total composition C2H8NS, with ωB97M-V/def2-TZVPD.

The calculation puts the total energy at -533.796895 hartree. Its spin multiplicity is 2. As for the energy above the lowest of the compared OMol25 structures with the same formula, charge and spin: 0.563 eV. The HOMO-LUMO gap (spin up / spin down) comes out at 2.7 / 6.9 eV. Its charge is -2. As for the HOMO energy (spin up / spin down): 4.3 / 0.0 eV. As for the molar mass: 78.16 g/mol. Its expectation value of S² is 0.751.

Structure (XYZ):
```
12
Properties=species:S:1:pos:R:3:forces:R:3
S 2.870 1.346 1.524 0.2 0.1 0.1
H 1.786 1.599 0.780 0.1 0.0 0.1
C -0.777 0.834 0.032 -1.4 -1.8 -0.8
C -0.624 -0.707 0.024 -0.5 0.7 -0.5
N 0.096 -1.144 -1.192 0.7 -0.3 1.3
H -1.482 1.044 -0.794 0.2 0.4 0.3
H 0.160 1.336 -0.159 0.1 0.2 0.4
H -1.263 1.010 0.995 0.2 0.8 0.0
H -1.589 -1.226 -0.065 -0.3 0.4 0.1
H -0.307 -0.948 1.049 0.9 -0.5 -0.6
H 0.041 -2.172 -1.175 -0.2 -0.1 -0.2
H 1.088 -0.973 -1.019 0.0 0.1 -0.1
```
Forces are in eV/Å.

---

(4)
Computed, not measured: a molecular structure, C22H22IrN4S2, with ωB97M-V/def2-TZVPD.

The calculation puts the total energy at -1971.042493 hartree. Its spin multiplicity is 1. As for the energy above the lowest of the compared OMol25 structures with the same formula, charge and spin: 1.777 eV. The HOMO-LUMO gap comes out at 6.4 eV. Its charge is +1. As for the HOMO energy: -10.9 eV. As for the molar mass: 598.80 g/mol.

Structure (XYZ):
```
51
Properties=species:S:1:pos:R:3:forces:R:3
Ir 0.737 0.662 -0.247 0.3 -0.5 1.6
C 0.252 1.054 2.888 -0.5 0.5 0.3
N 0.937 0.061 2.049 -0.5 0.8 -1.8
C 0.281 -1.254 2.099 -0.5 -0.6 -0.3
C -1.127 -1.254 1.500 0.5 0.1 0.7
N -1.167 -0.817 0.091 0.9 1.1 -0.7
C -1.015 -1.975 -0.799 0.1 -0.4 -0.3
C -2.403 -0.094 -0.156 -0.6 0.9 -0.3
C -3.615 -0.768 -0.210 -0.1 0.0 0.0
C -4.811 -0.091 -0.388 0.1 -0.1 0.0
C -4.814 1.287 -0.536 0.1 -0.1 0.1
C -3.624 1.979 -0.477 0.2 -0.1 0.0
C -2.411 1.308 -0.276 -0.2 -0.5 0.1
S -0.995 2.329 -0.135 1.7 -1.2 0.0
C 2.314 -0.008 2.502 1.3 0.2 -0.2
C 2.629 -0.573 3.729 -0.1 0.0 0.1
C 3.928 -0.559 4.210 0.0 0.0 0.0
C 4.939 0.032 3.467 -0.2 -0.1 0.1
C 4.646 0.596 2.243 -0.4 0.0 -0.2
C 3.337 0.579 1.743 -0.5 -0.4 0.8
S 3.046 1.304 0.186 -2.0 -0.1 -1.7
H 0.186 0.720 3.928 0.1 -0.1 -0.1
H -0.751 1.247 2.517 0.0 0.0 -0.1
H 0.807 1.989 2.860 0.0 0.0 -0.1
H 0.184 -1.608 3.133 0.1 0.1 -0.1
H 0.918 -1.958 1.556 0.0 0.0 0.1
H -1.776 -0.598 2.082 0.0 0.0 -0.1
H -1.528 -2.272 1.591 0.0 0.2 0.0
H -1.738 -2.769 -0.584 0.0 0.2 0.1
H -0.018 -2.395 -0.679 0.1 0.0 0.0
H -1.147 -1.671 -1.834 0.0 0.0 0.0
H -3.632 -1.840 -0.096 -0.1 -0.2 0.0
H -5.736 -0.644 -0.401 -0.1 -0.1 -0.1
H -5.740 1.820 -0.687 -0.1 0.0 0.0
H -3.607 3.055 -0.574 0.0 0.1 0.0
H 1.857 -1.025 4.334 -0.1 0.0 0.1
H 4.143 -1.006 5.169 0.0 0.0 0.1
H 5.947 0.061 3.850 0.1 0.0 0.0
H 5.424 1.057 1.654 0.1 0.1 -0.1
N -2.632 -0.712 -5.600 -0.4 -0.1 -0.2
C -1.635 -0.345 -5.176 -0.2 0.0 -0.1
C -0.417 0.084 -4.589 0.8 0.3 0.5
C 0.768 0.205 -5.316 -0.1 0.1 0.3
C 1.906 0.617 -4.640 -0.2 0.0 0.1
C 1.838 0.842 -3.273 0.5 0.1 -0.1
N 0.710 0.706 -2.577 0.0 0.2 1.9
C -0.400 0.377 -3.226 -0.4 0.0 -0.2
H 0.782 -0.003 -6.375 0.0 0.0 -0.1
H 2.838 0.757 -5.161 0.1 0.0 0.0
H 2.709 1.152 -2.710 0.0 -0.1 0.0
H -1.323 0.362 -2.661 0.0 -0.1 0.1
```
Forces are in eV/Å.

---

(5)
Computed, not measured: a molecular structure, C28H40ClFeIO6Se, with ωB97M-V/def2-TZVPD.

The calculation puts the total energy at -5965.355275 hartree. Its spin multiplicity is 5. As for the energy above the lowest of the compared OMol25 structures with the same formula, charge and spin: 0.578 eV. The HOMO-LUMO gap (spin up / spin down) comes out at 6.2 / 6.0 eV. Its charge is -2. As for the HOMO energy (spin up / spin down): -2.1 / -2.0 eV. As for the molar mass: 769.78 g/mol. Its expectation value of S² is 6.008.

Structure (XYZ):
```
78
Properties=species:S:1:pos:R:3:forces:R:3
Fe -0.455 -0.026 -0.128 0.3 0.0 -0.1
C 7.163 -2.710 -0.958 0.0 0.0 0.0
C 6.711 -1.504 -0.122 0.0 0.0 0.0
C 7.014 -1.802 1.346 0.0 0.0 0.0
C 7.538 -0.278 -0.537 0.0 0.0 0.0
C 5.226 -1.232 -0.353 0.0 0.0 0.0
C 4.285 -1.202 0.663 0.0 0.0 0.0
C 2.948 -0.925 0.406 0.0 0.0 -0.1
Se 1.721 -0.791 1.864 -0.1 -0.1 0.1
C 1.976 1.083 2.176 -0.1 0.1 0.0
C 3.054 1.506 2.926 0.0 0.1 0.0
C 3.317 2.860 3.122 0.0 -0.1 0.0
C 2.438 3.749 2.516 0.0 0.0 -0.1
C 1.339 3.377 1.741 0.0 0.0 0.1
C 1.052 1.990 1.576 -0.1 0.1 0.0
O 0.011 1.579 0.930 0.0 0.3 0.0
C 0.520 4.530 1.121 0.0 0.0 0.0
C 1.473 5.447 0.335 0.0 0.1 0.0
C -0.594 4.131 0.144 0.1 0.0 0.0
C -0.127 5.344 2.252 0.0 0.0 0.1
C 4.528 3.293 3.949 0.0 0.0 0.0
C 5.813 2.750 3.307 0.0 0.0 0.0
C 4.414 2.733 5.373 0.0 0.0 0.0
C 4.651 4.814 4.044 0.0 0.0 0.0
C 2.460 -0.676 -0.897 -0.1 -0.1 -0.1
O 1.209 -0.459 -1.155 0.2 0.2 0.0
C 3.437 -0.678 -1.951 0.0 -0.1 0.0
C 4.757 -0.960 -1.644 0.0 0.0 0.0
C 3.017 -0.333 -3.384 0.0 0.0 0.1
C 1.946 -1.312 -3.887 0.0 0.0 0.0
C 4.194 -0.402 -4.359 0.0 0.0 0.0
C 2.471 1.102 -3.424 0.0 0.0 0.0
H 8.227 -2.917 -0.799 0.0 0.0 0.0
H 7.009 -2.532 -2.024 0.0 0.0 0.0
H 6.591 -3.599 -0.683 0.0 0.0 0.0
H 8.081 -2.009 1.468 0.0 0.0 0.0
H 6.456 -2.671 1.700 0.0 0.0 0.0
H 6.760 -0.954 1.985 0.0 0.0 0.0
H 8.608 -0.460 -0.386 0.0 0.0 0.0
H 7.245 0.592 0.054 0.0 0.0 0.0
H 7.379 -0.035 -1.590 0.0 0.0 0.0
H 4.569 -1.381 1.693 0.0 0.0 0.0
H 3.705 0.748 3.351 0.0 0.0 0.0
H 2.615 4.810 2.640 0.0 0.0 0.0
H 1.946 4.890 -0.477 0.0 0.0 0.0
H 2.264 5.869 0.960 0.0 0.0 0.0
H 0.910 6.278 -0.103 0.0 0.0 0.0
H -0.223 3.540 -0.690 0.0 0.0 0.0
H -1.036 5.051 -0.257 0.0 0.0 0.0
H -1.376 3.547 0.619 0.0 0.0 0.0
H 0.620 5.750 2.940 0.0 0.0 0.0
H -0.808 4.712 2.827 0.0 0.0 0.0
H -0.702 6.178 1.837 0.0 0.0 0.0
H 5.790 1.661 3.238 0.0 0.0 0.0
H 6.693 3.037 3.895 0.0 0.0 0.0
H 5.928 3.141 2.294 0.0 0.0 0.0
H 4.353 1.644 5.361 0.0 0.0 0.0
H 3.511 3.111 5.859 0.0 0.0 0.0
H 5.282 3.021 5.977 0.0 0.0 0.0
H 4.773 5.268 3.058 0.0 0.0 0.0
H 5.527 5.075 4.647 0.0 0.0 0.0
H 3.772 5.259 4.515 0.0 0.0 0.0
H 5.479 -0.957 -2.452 0.0 0.0 0.0
H 2.340 -2.334 -3.896 0.0 0.0 0.0
H 1.652 -1.048 -4.908 0.0 0.0 0.0
H 1.065 -1.281 -3.251 0.0 0.0 0.0
H 4.628 -1.405 -4.410 0.0 0.0 0.0
H 4.987 0.304 -4.094 0.0 0.0 0.0
H 3.834 -0.142 -5.358 0.0 0.0 0.0
H 1.571 1.198 -2.825 0.0 0.0 0.0
H 2.230 1.380 -4.456 0.0 0.0 0.0
H 3.222 1.802 -3.046 0.0 0.0 0.0
O -2.587 2.816 -2.113 0.0 -0.2 0.0
Cl -2.165 1.443 -2.194 0.2 -0.1 0.2
O -2.698 0.829 -3.381 0.0 0.1 0.1
O -0.707 1.352 -2.187 -0.3 0.1 -0.1
O -2.602 0.703 -1.006 0.0 0.2 -0.2
I -1.801 -2.118 0.690 -0.3 -0.5 0.2
```
Forces are in eV/Å.

---

(6)
Computed, not measured: a molecular structure, C25H58INNbO6P2, with ωB97M-V/def2-TZVPD.

The calculation puts the total energy at -2530.803252 hartree. Its spin multiplicity is 1. The HOMO-LUMO gap comes out at 6.2 eV. Its charge is -1. As for the HOMO energy: -4.3 eV. As for the molar mass: 750.50 g/mol.

Structure (XYZ):
```
94
Properties=species:S:1:pos:R:3:forces:R:3
C 5.415 -0.480 1.354 -0.7 0.0 -0.8
C 5.097 0.387 0.105 0.7 0.2 0.4
O 4.611 1.676 0.467 -0.1 -0.5 -0.2
C 3.281 1.558 0.951 -1.1 0.0 -0.1
C 2.305 2.441 0.172 0.5 1.0 -0.1
C 1.031 2.770 0.957 0.3 -0.7 0.3
C 0.231 1.493 1.338 0.2 1.0 -0.1
C -0.733 1.023 0.238 -0.6 0.6 1.0
Nb -1.661 -1.039 0.513 1.5 -0.1 -1.1
C -2.703 -3.055 0.851 -0.7 0.9 0.8
C -4.177 -3.062 1.318 0.3 -1.4 -0.5
C -4.509 -4.364 2.073 -0.7 0.4 0.0
O -4.132 -4.300 3.450 0.1 0.1 -0.2
C -3.616 -0.224 -0.307 -0.1 -0.2 -0.3
C -3.912 -0.478 -1.806 -0.8 -0.4 0.7
C -3.905 -1.949 -2.248 0.2 0.3 -0.8
I -2.708 0.775 -3.124 -0.2 -0.2 0.1
O -0.886 -1.585 -1.375 1.0 -0.6 0.8
C 0.386 -1.477 -1.506 -1.2 1.1 -0.6
N 1.484 -1.146 -1.672 0.5 -0.5 -0.1
P -2.248 -0.279 2.892 0.2 0.3 -0.3
C -3.705 0.896 2.745 0.7 -0.3 0.6
O -2.792 -1.564 3.834 -0.3 0.2 -0.5
P 0.463 -2.093 1.541 -0.9 0.5 0.0
C 0.663 -3.887 1.107 0.9 -0.4 0.4
C 1.840 -4.184 0.125 -0.9 -0.1 -0.2
C 0.602 -1.898 3.393 1.2 -1.3 -0.3
C 1.910 -2.603 3.887 -1.0 -0.1 -0.1
H 4.739 -1.339 1.348 0.3 -0.2 0.1
H 5.193 0.065 2.271 0.2 0.2 0.0
H 6.456 -0.795 1.324 0.0 -0.2 0.2
H 6.016 0.552 -0.466 -0.1 0.1 0.0
H 4.399 -0.115 -0.570 -0.1 0.0 0.1
H 3.211 1.811 2.018 0.3 0.1 0.0
H 2.920 0.526 0.864 0.3 0.0 0.0
H 2.827 3.390 -0.022 0.0 -0.1 0.0
H 2.103 2.027 -0.820 -0.1 -0.2 0.1
H 1.344 3.246 1.898 0.0 0.1 -0.1
H 0.426 3.498 0.412 -0.1 -0.1 0.0
H 0.982 0.745 1.609 -0.3 -0.2 0.0
H -0.302 1.740 2.261 -0.2 -0.3 -0.1
H -0.227 1.134 -0.731 -0.1 -0.5 -0.1
H -1.550 1.765 0.215 0.1 0.0 -0.1
H -2.137 -3.559 1.643 0.1 0.1 0.0
H -2.538 -3.640 -0.065 -0.2 0.0 0.0
H -4.451 -2.189 1.910 0.1 -0.1 0.2
H -4.869 -3.079 0.466 0.1 0.2 -0.1
H -4.012 -5.221 1.608 0.1 0.1 -0.2
H -5.598 -4.541 2.004 0.1 0.0 0.1
H -4.076 -5.207 3.745 0.1 -0.2 0.3
H -3.625 0.866 -0.182 0.2 -0.1 0.2
H -4.515 -0.565 0.226 0.1 -0.2 -0.1
H -4.924 -0.108 -1.987 0.2 0.3 -0.2
H -4.702 -2.116 -2.981 0.0 0.0 0.0
H -2.974 -2.193 -2.761 0.0 -0.2 0.3
H -4.061 -2.637 -1.420 0.1 0.2 0.1
H -3.802 1.395 3.713 -0.3 -0.1 -0.1
H -3.409 1.664 2.028 -0.1 -0.1 -0.2
H -4.624 0.388 2.454 0.0 0.1 -0.1
H -2.438 -1.459 4.715 0.1 0.0 0.2
H -0.237 -4.359 0.709 -0.2 0.3 0.1
H 0.890 -4.417 2.040 -0.2 0.1 0.0
H 2.501 -3.334 -0.026 0.1 -0.1 0.2
H 2.367 -5.082 0.453 0.2 0.2 0.0
H 1.402 -4.416 -0.851 0.2 0.1 0.0
H 0.630 -0.832 3.598 -0.2 0.0 0.0
H -0.224 -2.402 3.899 -0.2 0.4 0.0
H 2.247 -2.185 4.837 0.2 0.0 -0.1
H 1.649 -3.650 4.068 0.2 0.0 0.1
H 2.686 -2.609 3.121 0.2 0.3 0.2
C 9.138 2.544 -0.105 0.1 -0.1 -0.1
C 8.430 3.858 -0.401 -0.3 -0.3 0.4
C 8.058 4.586 0.883 0.0 0.2 0.0
O 7.263 3.618 -1.178 0.2 0.1 -0.2
H 8.483 1.877 0.464 0.0 0.1 0.1
H 9.394 2.031 -1.033 0.0 0.0 0.0
H 10.052 2.705 0.469 0.0 0.0 0.0
H 9.078 4.494 -1.007 -0.1 0.0 -0.1
H 7.372 3.981 1.480 0.1 -0.1 0.0
H 7.548 5.523 0.656 0.0 0.0 0.0
H 8.942 4.806 1.485 0.0 0.0 0.0
H 6.675 3.057 -0.657 -0.2 0.0 0.0
C -5.213 3.483 -6.017 0.1 0.1 -0.1
C -6.202 2.408 -6.442 0.2 0.0 0.5
C -7.332 2.263 -5.433 -0.2 -0.1 -0.1
O -5.528 1.163 -6.601 -0.2 0.0 -0.3
H -4.754 3.223 -5.059 -0.1 0.0 0.0
H -4.409 3.572 -6.747 0.0 0.0 0.0
H -5.703 4.454 -5.915 0.0 0.0 0.0
H -6.617 2.659 -7.420 0.0 -0.1 -0.1
H -6.937 1.967 -4.457 0.1 0.1 0.0
H -8.030 1.486 -5.749 0.0 0.0 0.0
H -7.881 3.199 -5.314 0.0 0.0 0.0
H -5.157 0.929 -5.743 0.2 -0.1 0.1
```
Forces are in eV/Å.